# 1
Here is C33H34N7SSe2Yb as an isolated structure from the OMol25 dataset. Energies are from ωB97M-V with the def2-TZVPD basis set.

The spin multiplicity is 2. For the energy above the lowest of the compared OMol25 structures with the same formula, charge and spin, the calculation gives 26.0 kcal per mole. Its frontier orbital gap (alpha / beta) is 6.3 / 6.3 eV. As for the total charge: +2.

XYZ file:
```
78
C33H34N7SSe2Yb | the OMol25 dataset | ωB97M-V with the def2-TZVPD basis set
C 0.9785 3.3254 0.3608
H 0.3667 -2.8432 2.3338
H -1.6000 3.5860 -3.0550
C 5.0681 -2.8681 -0.5154
C -1.9420 -1.7247 1.3897
C -2.2558 1.6003 0.1284
C -1.6491 -0.3165 3.2642
H 0.6314 -1.6322 3.5898
C -3.3528 -1.3531 -0.5268
H 3.9703 2.6154 2.8950
N -0.0333 2.3499 0.8315
H -2.2999 -0.9490 3.8704
C -3.9103 -2.6125 -0.3489
C -0.1107 -3.7815 -0.3769
H -3.5090 5.2824 -0.0566
C 5.6475 -1.7295 0.0240
C 2.0680 2.6454 -3.5196
H 1.9771 2.9130 0.4824
H 2.3175 4.5086 -4.5518
C 0.2949 4.2097 -3.8922
H -1.1569 4.8057 0.5118
N -0.9277 -1.1585 2.2775
N -1.6890 0.3349 0.2292
C 2.8814 -2.1262 0.1809
C 1.1343 1.8695 -2.8620
N 3.2349 2.0762 2.4690
N -0.1266 2.1987 -2.6759
Yb 0.3498 -0.1047 0.2641
C -0.4615 -2.4652 -2.1966
C -1.8371 3.9826 0.3099
C 3.5668 0.9684 1.7768
H -1.4174 -5.6224 -2.8808
C -0.5521 3.3493 -3.2066
C -1.0368 -4.7669 -2.3334
C -0.5867 -4.8998 -1.0307
C 3.6929 -3.0722 -0.4223
Se 1.6538 0.0713 -2.2828
H -1.0708 2.1535 2.6618
H -1.2538 -3.3723 -3.9675
C -0.9590 -3.5238 -2.9369
H 5.6932 -3.6158 -0.9881
H -2.1916 -3.6166 2.3810
H 3.0901 2.3170 -3.6522
C -2.3765 -0.8828 0.3452
H 1.8298 -2.3268 0.3187
N -0.0505 -2.5596 -0.9277
C -0.1306 -2.1560 3.0167
H 0.5755 1.5343 2.7201
H -3.6696 -0.7303 -1.3555
H -2.2582 0.4183 2.7466
H -4.2964 1.0724 -0.2801
H -0.9384 0.1857 3.9194
C -3.4926 -3.4233 0.6953
H 0.8167 3.5604 -0.6812
N 2.7178 0.0900 1.2883
C -3.1636 4.2573 -0.0021
S 5.2480 0.6763 1.4476
H 0.2612 3.2922 2.7220
C -3.5929 1.8835 -0.1390
C 3.4386 -0.9604 0.6805
C -4.0380 3.2002 -0.2100
H 0.9303 4.2530 0.9315
Se -0.4345 -0.7609 -3.0380
H 2.3362 2.1387 2.9089
C -2.5064 -2.9768 1.5635
H -0.6025 -5.8551 -0.5207
H -0.7343 -2.7368 3.7170
H 0.2607 -3.8763 0.6358
C -0.0605 2.3303 2.3186
H 6.7214 -1.5799 -0.0117
H -5.0827 3.3973 -0.4238
H -3.9327 -4.4027 0.8415
C -1.3933 2.6762 0.3737
H -4.6817 -2.9574 -1.0284
C 4.8165 -0.7938 0.6254
H 3.2577 -3.9870 -0.8090
C 1.6260 3.8593 -4.0291
H -0.0879 5.1318 -4.3137
```

# 2
Here is a 2-piece molecular cluster, C7H8N4OS overall in a non-equilibrium geometry from the OMol25 dataset. Energies are from ωB97M-V with the def2-TZVPD basis set.

Its SMILES is O=C1C=CC(=S)CC1.c1nnn[nH]1. For the energy above the lowest of the compared OMol25 structures with the same formula, charge and spin, the calculation gives 41.3 kcal per mole. Its frontier orbital gap is 7.5 eV.

XYZ file:
```
21
C7H8N4OS | the OMol25 dataset | ωB97M-V with the def2-TZVPD basis set
C 0.8968 0.3459 -1.4408
H 0.3561 0.4608 -2.3691
N -1.9986 -1.1279 0.1081
H 2.7270 -0.1421 1.9352
H 2.3860 1.8652 0.4860
O -0.4839 1.9073 -0.3481
C 1.8341 -0.6142 -1.3038
H 1.0726 1.7518 1.6658
N -2.9037 -2.0052 0.2240
N -4.1139 -1.4613 0.1971
C 0.5385 1.2460 -0.3448
H -4.6919 0.5753 -0.0013
N -2.6030 0.0612 -0.0027
H 1.1131 -0.7191 1.5038
H -2.0776 0.9210 -0.1251
C -3.9319 -0.1731 0.0564
C 1.9792 -0.1519 1.1422
S 3.7672 -1.9029 0.0209
H 2.1057 -1.2429 -2.1402
C 2.5038 -0.8620 -0.0619
C 1.5241 1.2681 0.7983
```

# 3
Here is one molecule with the formula C4H6O4 in a non-equilibrium geometry from the OMol25 dataset. Energies are from ωB97M-V with the def2-TZVPD basis set.

Its SMILES is C[C@@H](O)[C@@]1(O)OC1=O. For the energy above the lowest of the compared OMol25 structures with the same formula, charge and spin, the calculation gives 78.7 kcal per mole. Its frontier orbital gap is 10.4 eV.

XYZ file:
```
14
C4H6O4 | the OMol25 dataset | ωB97M-V with the def2-TZVPD basis set
C 1.5265 0.4599 0.2133
H -0.5499 -1.6322 0.9420
O -0.4429 0.8764 -1.0965
C 0.2108 -0.2094 -0.4546
C -0.6259 -0.6084 0.6565
H 0.6482 -0.9816 -1.1781
O 2.3589 -0.4910 0.9384
O 3.8668 -0.2976 -0.8482
C 2.8445 -0.1290 -0.1945
H 0.1057 1.2246 -1.8095
H -1.5854 -0.1291 0.3827
H 2.0021 2.3689 0.2679
H -0.2275 -0.0953 1.5199
O 1.4296 1.7465 0.7215
```

# 4
Here is C17H31N4PtSSi as an isolated structure from the OMol25 dataset. Energies are from ωB97M-V with the def2-TZVPD basis set.

The spin multiplicity is 3. Its frontier orbital gap (alpha / beta) is 4.7 / 7.0 eV. As for the total charge: -1.

XYZ file:
```
55
C17H31N4PtSSi | the OMol25 dataset | ωB97M-V with the def2-TZVPD basis set
H -1.1301 -1.9937 -2.3206
N -4.1750 0.7747 0.7342
C -0.4851 -1.3408 2.5503
H 1.1540 -5.0892 -0.4167
Si 0.8234 0.3858 -2.6145
C -0.1064 -3.6941 -1.4998
H 3.4729 -3.7337 2.6082
C 0.9628 -1.4834 -2.3936
H 2.0288 1.8440 -4.2456
H -1.1590 0.0374 -4.0804
Pt 0.0644 0.6117 0.4951
S -1.7231 2.0311 0.3458
H 0.9102 2.4053 -1.2875
H 1.1345 -1.8971 -3.3961
H -2.1528 -1.7257 3.8467
C 0.8390 -1.6308 2.1455
C -2.8235 0.9506 1.1200
H -2.9785 -0.8253 2.0309
C -1.1959 -2.1694 3.5781
H -0.6075 -2.2395 4.4965
H 2.9647 -0.4243 -0.0878
C -0.2248 -2.1765 -1.7279
H 1.0849 -3.4748 0.3100
C -0.0112 -4.4429 -2.8296
C 2.8833 -2.9216 2.1995
C -0.8715 0.7726 -3.3219
H -1.6215 0.7691 -2.5277
C 2.0891 0.7886 -3.9648
H 0.9359 -4.2407 -3.3338
N -1.0349 -0.2934 1.9505
N 1.3795 -0.8268 1.1396
H 2.2418 1.3367 -0.8743
H -1.3739 -3.1899 3.2273
H 1.9245 0.1886 -4.8652
H -4.3697 1.3515 -0.0739
H 3.1084 0.6000 -3.6155
H -4.8231 1.0416 1.4731
H 2.0449 -3.7491 -1.1434
N -2.4062 0.0157 2.1132
H -1.4416 -3.6385 0.2080
C 2.6136 -1.0846 0.6931
H -1.3520 -5.2261 -0.5745
H -2.2640 -3.9083 -1.3304
C 1.1645 1.3548 -1.0888
C 1.1156 -4.0180 -0.6390
H -0.8199 -4.1453 -3.5032
H -0.8851 1.7623 -3.7868
H 1.2204 -3.3043 3.4665
H 1.8780 -1.6768 -1.8206
C -1.3646 -4.1472 -0.7564
H -0.0818 -5.5237 -2.6742
H 4.3920 -2.2589 0.7533
C 1.6296 -2.6843 2.6793
C 3.4069 -2.1019 1.1681
H -0.4106 -1.7105 -0.7538
```

# 5
Here is a 8-piece molecular cluster, C33H80Cl2O10Si overall from the OMol25 dataset. Energies are from ωB97M-V with the def2-TZVPD basis set.

Its SMILES is CCCOC[Si](Cl)(Cl)CCCCCCOC(C)=O.CC(C)O.CC(C)O.CC(C)O.CC(C)O.CC(C)O.CC(C)O.CC(C)O. Its frontier orbital gap is 10.1 eV.

XYZ file:
```
126
C33H80Cl2O10Si | the OMol25 dataset | ωB97M-V with the def2-TZVPD basis set
H -1.2891 5.0376 1.9052
O -2.3493 -6.4222 -3.6210
H -1.3757 -5.2652 -5.8226
H -1.2058 0.4369 -0.5646
H -7.4409 2.3386 -1.8156
H 5.0611 -1.6578 7.9900
Cl -0.5997 -3.6344 -0.7265
C 5.2062 -3.4254 6.7821
H 1.1768 -0.3974 -1.1949
C -4.7529 -1.6621 -3.3921
H -5.4811 1.8302 -0.3861
H 6.2951 -3.4376 6.7148
H -7.6022 4.8041 -1.3449
H -0.4232 -7.9571 -2.6140
C 5.0138 2.0579 6.0788
H 2.7855 -4.5493 -3.9672
C 4.1279 -2.8175 -5.6707
H 1.6715 -3.5832 -5.9159
H -6.6601 -0.7539 -3.2936
H -0.6164 6.2736 -0.8095
H -1.0110 1.0880 1.8224
H 2.8038 -0.3770 5.9755
C 5.2814 -3.3507 9.2954
H 2.9864 -3.5622 8.1075
H -1.1304 -0.2918 3.7511
O 0.7186 -1.5363 4.5192
H -3.6992 -1.8229 -0.7889
C -5.7743 2.8648 -0.5676
O 0.3972 0.6694 4.8239
C -0.5804 5.4546 1.1883
H -0.4798 -4.6588 -4.4331
H 3.6154 2.9067 4.6698
H -1.8491 5.0543 -0.5098
H -6.0960 5.0502 -2.2465
H -4.8599 3.4579 -0.6267
O -3.6293 -1.1182 -2.7030
H 4.8060 -2.9431 5.8903
H -7.5323 4.4690 -3.0834
O -2.9436 3.0547 -3.6823
H 4.9270 -4.3821 9.3743
O -5.7733 2.4704 -2.9446
H -1.4726 2.6993 -5.9126
C -0.2211 1.2747 2.5390
C 1.1505 0.7973 2.0610
Si -1.2951 -1.8256 -1.4683
H 4.9357 -2.8166 10.1805
H 0.0947 -6.2767 -2.5060
C 0.9092 -0.5285 5.1536
H 0.2371 4.1927 -3.7534
H 1.8716 1.4951 2.4749
H -3.3057 -3.0430 -2.0200
H 0.8834 -7.3696 -3.6569
C -6.0900 -0.6768 -5.3243
C 3.5240 -4.1824 -5.9650
O 3.3120 -2.6571 8.0711
H 2.9978 -6.0064 -4.9336
H -0.9314 4.3813 -6.0391
C -1.8695 3.8792 -4.1488
C -1.7195 3.7327 -5.6548
C 6.4584 2.2212 6.5256
H 5.2804 2.8706 4.0952
H -4.3500 -2.1989 -4.2485
C -0.7553 -0.5103 -0.2797
C 0.7737 -0.4157 -0.1843
H 5.3510 0.5514 4.8823
O 0.3250 4.3945 0.8793
H -6.9445 -1.3223 -5.4860
H 6.6970 1.5092 7.3159
C -0.6288 -5.5339 -5.0751
C -6.9767 4.4097 -2.1475
H 4.4138 -5.1853 -4.2566
H 4.7913 4.0719 5.3018
H 0.6919 6.2826 2.7241
H 4.3496 2.2083 6.9307
O 4.7807 0.7197 5.6392
H -1.2912 -7.5688 -4.9058
C -1.1014 -6.7190 -4.2493
H -4.9786 3.0186 -3.0173
H -6.3368 0.3089 -5.6980
H -0.6993 3.6516 -2.3481
H -1.1483 -0.8126 0.6873
H 6.3722 -3.3609 9.2984
H -1.4169 1.3400 4.2776
C -0.6630 0.6772 3.8648
H 4.1863 -2.2218 -6.5816
H -2.0438 6.6819 0.1570
H 3.5022 -2.2714 -4.9591
C -3.1442 -2.0116 -1.7069
H -0.2925 2.5120 -3.6212
H 4.8492 -4.4590 6.7857
H 1.5664 0.3994 6.9579
H -0.5140 7.4215 2.1028
C -5.7352 -0.5820 -3.8360
C 3.4317 -5.0322 -4.7059
C -6.5553 2.9744 -1.8686
H 1.1457 -1.3267 0.2729
H -5.2689 -1.0789 -5.9075
O 2.2335 -4.0350 -6.5543
H 6.6470 3.2292 6.8966
H -5.2840 -2.3538 -2.7449
H -5.4256 0.4244 -3.5670
C 1.3318 0.7977 0.5508
H -2.1606 4.9025 -3.9070
C -0.0714 -7.1069 -3.1986
H -0.1797 2.3507 2.6687
H 1.3923 -0.1731 2.4818
H 0.9625 1.7269 0.1247
H 4.1325 -4.6975 -6.7092
H 5.1296 -2.9088 -5.2487
C -0.5765 3.5427 -3.4274
C 1.7929 -0.4701 6.3574
C -1.3215 5.8950 -0.0641
H -2.6534 3.9824 -6.1585
C 4.6536 3.0404 4.9751
H 0.9647 4.7316 0.2441
H 7.1388 2.0277 5.6918
C 0.1664 6.6145 1.8286
H 2.4031 0.7947 0.3571
C 4.7376 -2.6987 8.0330
H 0.9136 7.0135 1.1372
H 1.6827 -1.3867 6.9074
Cl -0.4634 -1.5579 -3.3373
H -2.7422 2.1316 -3.8800
H 0.3103 -5.7527 -5.5852
H -2.2035 -5.6756 -3.0306
H -6.3624 3.2163 0.2823
```

# 6
Here is one molecule with the formula C6H8N2O2S2 in a non-equilibrium geometry from the OMol25 dataset. Energies are from ωB97M-V with the def2-TZVPD basis set.

Its SMILES is COC(=O)c1sc(SC)nc1N. For the energy above the lowest of the compared OMol25 structures with the same formula, charge and spin, the calculation gives 0.0 kcal per mole. Its frontier orbital gap is 8.6 eV.

XYZ file:
```
20
C6H8N2O2S2 | the OMol25 dataset | ωB97M-V with the def2-TZVPD basis set
H 0.0351 -1.2532 -2.2633
C -0.5481 -0.5973 -0.4608
H -3.9158 -0.6700 1.8081
H -1.3692 -2.0912 -1.5566
H 4.1472 2.4810 -1.0424
C 1.5642 0.5432 -1.1588
H -2.9501 -1.9862 2.5102
N -1.4554 -0.7374 0.5756
S 0.3126 1.0071 1.3474
C 0.4854 0.2854 -0.2398
C -1.1129 0.0446 1.5650
O 2.4374 1.4458 -0.6997
N -0.7495 -1.3024 -1.5938
H 3.1674 2.1318 -2.5200
O 1.6737 0.0012 -2.2422
S -2.0108 0.1581 3.0605
C 3.5346 1.7177 -1.5731
C -3.3518 -1.0033 2.6951
H -4.0097 -0.9852 3.5744
H 4.1156 0.8104 -1.7858
```